The following is a quantum chemistry calculation of a molecular structure, C23H49AlN3P4Se at a distorted geometry, from the Open Molecules 2025 dataset.

The geometry in XYZ format:
```
81
C23H49AlN3P4Se the ωB97M-V functional and the def2-TZVPD basis
Al -0.217 -1.119 -0.475
P 0.311 1.570 1.234
P -2.622 0.233 -0.717
P 2.325 -0.592 -0.803
H -1.624 -3.432 -4.850
C -0.867 -4.066 -4.433
C -0.560 -3.870 -3.155
H -1.115 -3.142 -2.596
C 0.344 3.207 0.370
C -1.024 1.954 2.459
C 1.837 1.792 2.246
C -3.325 -0.538 -2.238
C -3.929 -0.141 0.524
C -2.995 2.025 -1.034
C 2.729 -1.606 -2.276
C 3.361 -1.363 0.508
C 3.202 0.978 -1.205
H -0.394 -4.827 -5.100
H 0.192 -4.452 -2.603
H 0.487 3.971 1.150
H -0.596 3.394 -0.167
H 1.184 3.246 -0.343
H -0.864 2.967 2.856
H -1.011 1.242 3.298
H -2.010 1.917 1.971
H 1.660 2.626 2.935
H 2.701 2.036 1.619
H 2.070 0.891 2.826
H -4.409 -0.358 -2.245
H -3.126 -1.617 -2.238
H -2.862 -0.109 -3.138
H -4.881 0.320 0.238
H -3.660 0.236 1.520
H -4.071 -1.230 0.581
H -4.077 2.168 -1.217
H -2.435 2.380 -1.913
H -2.702 2.628 -0.163
H 3.812 -1.796 -2.284
H 2.437 -1.112 -3.208
H 2.178 -2.551 -2.233
H 4.348 -1.658 0.125
H 2.859 -2.268 0.881
H 3.504 -0.688 1.359
H 4.246 0.783 -1.511
H 3.206 1.665 -0.353
H 2.674 1.453 -2.044
C 0.102 0.444 -4.355
C -0.260 -0.840 -4.796
C 0.066 -1.214 -6.085
C 0.655 -0.283 -6.950
C 0.970 1.015 -6.545
C 0.726 1.385 -5.223
Se -0.126 0.849 -2.558
H -0.384 -1.513 -2.068
H -0.724 -1.550 -4.125
H -0.166 -2.235 -6.370
H 0.847 -0.600 -7.978
H 1.427 1.724 -7.242
H 1.045 2.356 -4.859
C 0.802 -3.819 3.706
N 0.529 -2.470 4.249
C -0.815 -2.421 4.841
N -1.823 -2.815 3.866
C -1.541 -4.177 3.313
N -0.183 -4.276 2.722
C -0.069 -3.625 1.432
P -0.353 -1.800 1.754
C 0.737 -1.460 3.188
C -1.955 -1.877 2.756
H 0.789 -4.558 4.524
H 1.783 -3.776 3.213
H -1.036 -1.396 5.140
H -0.847 -3.083 5.726
H -2.307 -4.371 2.538
H -1.590 -4.939 4.107
H 0.927 -3.804 0.997
H -0.779 -4.017 0.704
H 0.563 -0.444 3.588
H 1.795 -1.508 2.880
H -2.740 -2.214 2.068
H -2.156 -0.853 3.105
```

Output
E_HOMO (spin up / spin down) in eV: -16.25 / -16.26
Net charge: +3
E in Eh: -5078.24928
HOMO-LUMO gap (spin up / spin down) in eV: 4.0 / 4.0

=====

The following is a quantum chemistry calculation of a molecular structure, C23H49AlN4P3Se at a distorted geometry, from the Open Molecules 2025 dataset.

The geometry in XYZ format:
```
81
C23H49AlN4P3Se the ωB97M-V functional and the def2-TZVPD basis
Al -0.327 0.009 0.197
P -2.633 -0.089 -0.200
P 0.115 -2.431 -0.236
P -0.044 2.461 -0.353
H 3.459 -0.055 -1.461
C 3.502 0.525 -0.499
C 2.751 0.000 0.650
H 2.831 -1.066 0.917
C -3.309 -0.093 -1.888
C -3.527 -1.539 0.463
C -3.619 1.272 0.518
C 1.815 -3.102 -0.374
C -0.579 -3.621 0.993
C -0.615 -3.166 -1.746
C 1.482 3.483 -0.402
C -0.970 3.626 0.738
C -0.758 2.881 -1.977
H 4.551 0.720 -0.220
H 2.515 0.732 1.429
H -4.408 -0.059 -1.826
H -2.995 -0.994 -2.423
H -2.932 0.769 -2.449
H -4.601 -1.337 0.321
H -3.336 -1.699 1.530
H -3.264 -2.453 -0.084
H -4.679 0.958 0.523
H -3.523 2.186 -0.083
H -3.309 1.497 1.548
H 1.790 -4.119 -0.795
H 2.287 -3.144 0.615
H 2.422 -2.462 -1.024
H -0.491 -4.638 0.585
H -1.636 -3.417 1.191
H -0.028 -3.591 1.939
H -0.307 -4.219 -1.804
H -0.261 -2.624 -2.634
H -1.711 -3.107 -1.725
H 1.269 4.499 -0.763
H 2.235 3.036 -1.068
H 1.888 3.553 0.614
H -1.089 4.582 0.212
H -0.390 3.808 1.650
H -1.957 3.253 1.016
H -0.412 3.893 -2.242
H -1.856 2.881 -1.953
H -0.430 2.156 -2.741
C 0.833 -0.048 -5.173
C 2.165 -0.257 -4.714
C 3.247 -0.114 -5.583
C 3.012 0.256 -6.923
C 1.718 0.503 -7.387
C 0.619 0.345 -6.536
Se -0.471 -0.308 -3.915
H 2.905 1.449 -0.671
H 2.317 -0.538 -3.665
H 4.249 -0.299 -5.202
H 3.864 0.344 -7.596
H 1.548 0.824 -8.416
H -0.397 0.517 -6.876
C 0.132 1.298 3.025
N 0.027 -0.083 2.430
C -1.235 -0.689 2.946
N -1.304 -0.714 4.416
C -1.200 0.661 4.934
N 0.075 1.283 4.491
C 1.180 0.462 5.036
N 1.101 -0.925 4.521
C 1.169 -0.890 3.048
C -0.185 -1.513 4.943
H -0.703 1.916 2.693
H 1.079 1.766 2.743
H -1.317 -1.729 2.600
H -2.100 -0.103 2.602
H -1.219 0.632 6.036
H -2.037 1.258 4.550
H 2.146 0.903 4.738
H 1.084 0.452 6.133
H 1.143 -1.920 2.670
H 2.136 -0.444 2.813
H -0.244 -1.504 6.041
H -0.250 -2.542 4.564
```

Output
E_HOMO (spin up / spin down) in eV: -16.21 / -15.75
Energy relative to the best compared isomer or geometry (same formula, charge and spin) in kJ/mol: 76.3
Net charge: +3
E in Eh: -4791.72469
HOMO-LUMO gap (spin up / spin down) in eV: 6.5 / 5.7